1.
{"formula": "C10H18N3O", "method": "ωB97M-V with the def2-TZVPD basis set", "total_energy_ev": -17171.413, "e_homo_ev": -11.5, "total_charge": 1, "de_lowest_kj_mol": 353.1, "symbols": ["O", "N", "N", "N", "C", "C", "C", "C", "C", "C", "C", "C", "C", "C", "H", "H", "H", "H", "H", "H", "H", "H", "H", "H", "H", "H", "H", "H", "H", "H", "H", "H"], "xyz": [[2.021741, 1.283666, -0.349701], [0.728034, -1.162300, -0.973364], [0.557925, -1.395554, -3.374597], [1.889760, 0.298067, -2.600259], [0.903479, 1.372800, 0.293194], [-0.265819, -2.107037, -0.506192], [0.243494, -2.847811, 0.676364], [-1.541419, 1.501363, 1.789317], [-1.539516, 1.528514, 0.331953], [0.861554, 1.573694, 1.687505], [-0.372611, 1.381712, -0.351963], [0.992605, -0.744228, -2.215200], [-2.723255, 1.281302, 2.596740], [-0.286137, 1.707747, 2.418876], [0.406036, -0.940726, -4.266654], [-3.071158, 2.095493, 3.178193], [-0.258756, 1.868044, 3.520966], [-0.316604, 1.454889, -1.433184], [2.160237, 0.461090, -3.529258], [1.049979, -3.634676, 0.354858], [-0.033873, -2.168421, -3.210494], [2.772173, 1.947486, -0.084631], [-3.492359, 0.857670, 1.947379], [-0.257773, -3.539553, 1.381630], [-2.492255, 0.411450, 3.199727], [0.672445, -1.903860, 1.431295], [-1.126211, -1.401679, -0.229881], [-0.542856, -2.810980, -1.413816], [-2.338009, 1.630760, -0.266079], [2.485765, 0.842856, -1.956407], [0.993075, -0.503452, -0.283249], [1.920312, 1.661666, 2.236941]], "atomic_forces_ev_per_a": [[5.5, 1.8, -0.9], [1.3, 0.3, -2.5], [0.1, 0.5, 2.2], [-1.1, -1.3, 2.8], [-5.0, 1.7, 3.9], [-3.0, -0.3, -2.0], [3.7, 0.2, 2.7], [2.3, 1.4, -2.2], [2.5, -1.0, 4.1], [3.9, 0.2, 0.3], [2.8, 0.9, -0.4], [2.2, 0.9, -3.6], [-1.1, -1.8, -0.7], [-1.8, -0.7, 0.2], [0.4, 0.3, 0.5], [-0.3, 0.7, 0.6], [0.1, -0.3, -1.0], [-0.4, -0.1, -0.1], [-0.3, -0.7, -1.5], [-0.6, 2.1, 0.5], [-0.7, -0.7, -0.1], [-2.3, -1.7, -0.1], [-0.4, 0.6, 0.1], [-1.2, 1.0, -0.9], [0.0, 0.1, 0.8], [-0.7, -3.1, -1.9], [0.6, -1.5, -0.4], [0.2, 1.4, 2.0], [-3.4, 0.1, -1.4], [-1.4, -1.1, -0.3], [0.6, 0.2, 0.8], [-2.4, -0.2, -1.2]]}

=====

2.
{"formula": "C10H18NNaO6SSe", "method": "ωB97M-V with the def2-TZVPD basis set", "total_energy_ev": -105032.537, "e_homo_ev": -1.8, "total_charge": -2, "de_lowest_kj_mol": 99.4, "symbols": ["Se", "S", "Na", "O", "O", "O", "O", "O", "O", "N", "C", "C", "C", "C", "C", "C", "C", "C", "C", "C", "H", "H", "H", "H", "H", "H", "H", "H", "H", "H", "H", "H", "H", "H", "H", "H", "H", "H"], "xyz": [[-0.988230, 2.589909, 0.264401], [0.984912, 1.414842, 2.158787], [-0.791805, -0.178744, 0.493690], [-1.625146, -2.040731, 0.297296], [-1.125037, 4.093931, 0.843827], [0.454009, 2.396835, -0.418712], [1.147702, 0.105726, 1.533184], [-2.176595, 2.283693, -0.776003], [-1.139049, 1.515796, 1.539731], [-0.512737, -0.278784, -2.478033], [-2.676279, -0.606497, -3.411789], [-1.050336, -4.282412, 0.961203], [-2.341012, 0.160613, -4.512725], [-0.213574, 0.495834, -3.501329], [-2.843041, -2.983690, 2.151277], [0.312519, 1.014230, 3.839922], [-1.728744, -0.792354, -2.410981], [-1.082848, 0.738176, -4.556239], [2.741403, 1.616351, 2.932639], [-2.127406, -3.174149, 0.784182], [-3.659904, -1.047154, -3.333080], [-0.791248, 1.366349, -5.389211], [-3.507979, -2.130214, 2.069693], [-1.924392, -1.382722, -1.523218], [-3.417630, -3.860440, 2.460844], [-0.324584, -3.953254, 1.701162], [-1.491821, -5.230923, 1.276490], [2.742861, 2.453962, 3.623557], [0.808282, 0.109409, 4.178047], [3.053263, 0.710355, 3.437724], [3.421227, 1.819734, 2.113230], [-2.090675, -2.755468, 2.903412], [-0.529606, -4.417457, 0.015712], [-2.915779, -3.619284, 0.088116], [0.776509, 0.933298, -3.480636], [-3.052735, 0.320123, -5.317153], [-0.749487, 0.842051, 3.716297], [0.499527, 1.843118, 4.517685]], "atomic_forces_ev_per_a": [[-1.1, 2.1, 0.1], [2.0, 1.6, 3.1], [0.3, -1.2, -1.0], [0.0, -0.3, 0.1], [0.0, 0.6, 0.6], [1.2, -0.7, -0.6], [0.3, -1.7, -0.9], [-0.8, -0.7, -0.7], [-0.8, 0.5, 0.5], [0.3, 0.0, 0.5], [0.0, 0.1, -0.2], [-0.4, 0.3, -0.2], [-0.1, 0.0, 0.0], [0.2, 0.2, -0.4], [0.2, 0.0, -0.4], [0.0, 0.2, -0.7], [-0.5, -0.3, -0.2], [0.0, 0.0, -0.1], [-0.7, 0.0, -0.4], [-0.5, -0.7, 0.0], [0.0, -0.1, 0.1], [0.1, 0.0, 0.1], [-0.2, 0.2, 0.0], [-0.2, -0.2, 0.2], [0.0, -0.1, 0.0], [0.1, 0.1, 0.2], [0.0, -0.2, 0.1], [0.0, 0.2, 0.1], [0.2, -0.1, 0.0], [0.0, -0.3, 0.1], [0.1, 0.1, -0.2], [0.1, 0.1, 0.2], [0.1, -0.1, -0.1], [0.2, 0.0, 0.3], [0.1, 0.1, 0.0], [0.0, 0.0, 0.0], [-0.1, 0.1, 0.0], [0.0, 0.1, 0.1]]}

=====

3.
{"formula": "C10H18OSi2", "method": "ωB97M-V with the def2-TZVPD basis set", "multiplicity": 3, "s_squared": 2.051, "total_energy_ev": -28458.816, "e_homo_ev": [-6.1, -8.2], "symbols": ["Si", "Si", "O", "C", "C", "C", "C", "C", "C", "C", "C", "C", "C", "H", "H", "H", "H", "H", "H", "H", "H", "H", "H", "H", "H", "H", "H", "H", "H", "H", "H"], "xyz": [[2.380525, -0.122758, -0.593493], [-0.612867, 1.157406, 0.976231], [1.758098, -0.141035, 0.845214], [-2.766950, -2.416811, 0.945477], [-3.077897, 0.171698, 0.120556], [1.839716, -1.406919, -1.809867], [-4.169395, -0.720884, 0.068939], [-1.859547, -0.139350, 0.818160], [4.102306, -0.884270, -0.289760], [-1.712391, -1.549070, 1.127641], [0.944245, 3.278594, 0.387944], [-4.036499, -2.050219, 0.536971], [-0.219662, 2.581616, -0.183301], [4.676703, -1.017295, -1.198643], [-4.733088, -2.927682, 0.494531], [-1.159647, 3.154302, -0.126363], [3.889325, -2.001145, -0.084715], [2.165745, -1.059531, -2.839644], [0.929177, 3.284450, 1.496749], [0.800661, -1.808585, -1.783250], [2.430858, -2.343230, -1.671267], [-3.106640, 1.207426, -0.269298], [-0.615659, 1.307021, 2.448159], [-0.781547, -1.858318, 1.479369], [2.802492, 1.107809, -1.130186], [1.156003, 4.320495, 0.030384], [4.747813, -0.448136, 0.466174], [-5.072198, -0.337709, -0.453530], [1.946361, 2.901650, 0.118397], [-2.628821, -3.430232, 1.339499], [-0.017225, 2.190712, -1.267086]], "atomic_forces_ev_per_a": [[2.7, -2.6, 0.6], [2.2, -1.9, 0.5], [-3.7, 1.5, 1.6], [0.3, -0.9, 1.4], [-0.5, -0.2, 0.3], [-0.4, -1.0, -1.7], [0.4, 4.3, -1.9], [-1.4, 1.7, -2.2], [-0.4, -2.0, -0.1], [-0.9, -1.0, 0.2], [2.8, 2.1, 0.8], [0.6, -3.6, 0.8], [-1.1, -1.8, -1.7], [0.3, 0.5, -0.5], [0.1, 1.6, -0.2], [0.3, 0.3, -0.5], [0.3, 1.6, 0.4], [-0.8, -0.4, 0.8], [0.0, 0.3, -0.5], [0.4, 0.8, -0.4], [-0.2, 0.8, 0.2], [-0.7, -0.8, 0.0], [0.6, 0.5, -0.1], [1.3, -0.8, 0.5], [-0.4, 1.8, -1.0], [-1.1, -0.5, 0.4], [0.0, 0.0, 0.2], [0.6, -0.5, 0.5], [-0.7, -0.9, 0.1], [0.0, 0.2, -0.5], [-0.7, 0.7, 1.9]]}

=====

4.
{"formula": "C10H18P2", "method": "ωB97M-V with the def2-TZVPD basis set", "total_energy_ev": -29235.019, "e_homo_ev": [-7.1, -7.1], "de_lowest_kj_mol": 108.9, "symbols": ["P", "P", "C", "C", "C", "C", "C", "C", "C", "C", "C", "C", "H", "H", "H", "H", "H", "H", "H", "H", "H", "H", "H", "H", "H", "H", "H", "H", "H", "H"], "xyz": [[0.632193, -0.802036, -0.792814], [-0.838016, -3.295131, -1.064789], [1.530491, 0.587579, -0.032473], [1.291228, 2.522948, 1.581999], [0.850281, -0.425193, -2.598881], [-1.878434, 1.833710, 1.208404], [3.063656, 0.816698, -0.000022], [-1.628128, -2.508859, 0.362423], [-1.037681, -0.199016, -0.458525], [-0.717178, 1.143487, 0.557681], [0.678012, 1.415998, 0.688458], [-2.151864, -1.177375, 0.059157], [-2.460338, -3.179857, 0.722529], [3.539531, 0.864919, 0.915680], [3.541464, 0.039895, -0.709134], [-1.822314, -3.942412, -1.700085], [1.913749, -0.510189, -2.958435], [-2.984514, -1.084773, -0.674651], [1.988104, 3.120606, 1.062471], [-2.308152, 2.433448, 0.456967], [-0.536223, -4.450648, -0.396012], [-1.491901, 2.415735, 2.014136], [0.455124, 3.191290, 1.900779], [0.742760, 0.663627, -2.795636], [0.373595, -1.163288, -3.135484], [-2.557060, 1.061852, 1.631357], [-2.397603, -0.749824, 1.015465], [1.870476, 2.098163, 2.419445], [-0.931514, -2.498247, 1.273535], [3.270257, 1.776892, -0.553544]], "atomic_forces_ev_per_a": [[0.5, 1.7, 0.2], [1.8, 0.6, -0.2], [0.1, 0.3, 0.7], [-2.0, -0.8, 0.2], [3.4, 1.9, 0.9], [1.3, -1.9, 0.5], [-1.4, -0.6, -5.0], [-0.7, -2.4, 1.8], [1.9, 3.6, 4.3], [-0.8, -4.9, -3.4], [0.8, -0.1, -0.1], [0.5, 3.3, -1.2], [0.6, 0.6, -0.4], [0.7, -0.2, 2.0], [-0.5, 1.0, 1.5], [-2.0, -0.6, -0.7], [-0.5, -0.4, 0.8], [0.2, -0.7, 0.8], [0.7, 0.7, -0.9], [-1.1, 0.8, -0.6], [0.7, -0.9, 0.4], [-0.1, 0.7, 0.7], [0.9, -0.5, 0.2], [-1.1, -0.9, 0.0], [-1.8, -1.0, -1.5], [0.0, 0.7, -0.4], [-1.0, 0.2, 0.2], [-0.6, 0.1, -0.1], [-0.6, 0.2, -1.6], [-0.1, -0.6, 0.7]]}

=====

5.
{"formula": "C10H18S", "method": "ωB97M-V with the def2-TZVPD basis set", "total_energy_ev": -21494.377, "e_homo_ev": -8.2, "de_lowest_kj_mol": 229.6, "symbols": ["S", "C", "C", "C", "C", "C", "C", "C", "C", "C", "C", "H", "H", "H", "H", "H", "H", "H", "H", "H", "H", "H", "H", "H", "H", "H", "H", "H", "H"], "xyz": [[1.510696, 0.970631, -0.007019], [1.480744, -3.417389, 0.498069], [-0.977021, 0.441580, -1.265467], [0.107467, 2.655307, -1.481829], [0.291761, -2.358603, 0.640265], [-0.436777, -2.308161, 1.910208], [-0.071831, -1.683660, -0.405636], [0.852901, 3.837355, -1.357182], [-0.085758, 1.547896, -0.473305], [-0.774941, 2.098318, 0.805874], [-1.238389, -0.836536, -0.445750], [-0.642179, 1.290411, 1.575822], [2.193972, -2.901848, -0.180745], [2.067216, -3.632186, 1.471156], [0.048106, -3.102416, 2.507187], [-0.419711, -1.296065, 2.419735], [-1.504899, -0.567728, 0.542223], [-1.810649, 2.147488, 0.423899], [1.188565, 4.549977, -2.157526], [-0.297848, 0.234135, -2.147699], [1.355137, 4.101739, -0.426174], [-0.209737, 2.520185, -2.541841], [0.376515, -1.921705, -1.296873], [1.106927, -4.328149, 0.002190], [1.883852, 1.952155, 0.918092], [-0.495637, 3.065301, 1.093343], [-2.093689, -1.405927, -0.819318], [-1.896372, 0.871192, -1.648528], [-1.508419, -2.523297, 1.846829]], "atomic_forces_ev_per_a": [[2.1, -0.7, 1.1], [0.0, 1.7, 0.5], [2.3, 0.0, 0.5], [2.2, 4.0, -1.8], [1.9, -2.3, 0.4], [0.0, 0.2, 1.8], [-0.5, -0.5, 0.5], [-0.8, -2.1, 0.0], [-1.7, 1.4, -0.6], [-1.5, -3.1, -1.5], [-0.6, 1.3, -1.1], [-0.4, 1.2, -0.4], [-0.2, -0.7, 0.3], [-1.3, 0.2, -1.5], [-0.6, 0.7, 0.5], [0.4, -1.1, -0.4], [-0.4, 0.5, 1.1], [-0.1, 0.1, 1.0], [-1.1, -1.1, 0.4], [-1.0, -0.2, 0.7], [-0.3, -0.2, 0.1], [-0.1, -0.3, 1.0], [1.3, -0.2, -2.3], [0.3, 0.2, 0.5], [-0.7, -0.7, -1.0], [0.8, 1.2, 0.5], [-0.1, 0.1, -0.3], [0.0, 0.5, 0.1], [0.1, -0.2, -0.3]]}

=====

6.
{"formula": "C10H19Cl2NORh", "method": "ωB97M-V with the def2-TZVPD basis set", "multiplicity": 5, "s_squared": 6.015, "total_energy_ev": -42264.973, "e_homo_ev": [-1.7, -4.5], "total_charge": -1, "de_lowest_kj_mol": 17.4, "symbols": ["Rh", "Cl", "Cl", "O", "N", "C", "C", "C", "C", "C", "C", "C", "C", "C", "C", "H", "H", "H", "H", "H", "H", "H", "H", "H", "H", "H", "H", "H", "H", "H", "H", "H", "H", "H"], "xyz": [[-0.556710, -0.270499, 0.441311], [-1.333128, 1.924417, 0.634192], [0.738473, -2.042236, 1.429146], [1.326399, 0.824944, 1.215763], [3.576839, 0.766950, 1.481059], [-1.838001, -0.815209, -0.983148], [-1.804380, -0.867105, 1.571681], [3.458216, 1.486944, 2.738747], [2.460902, 0.460485, 0.812698], [4.882022, 0.368144, 0.983314], [-0.705194, -0.578709, -1.725474], [-2.161032, 1.016198, -3.157914], [-3.406412, 0.481593, -2.593185], [-3.162238, -0.020078, -1.196930], [-0.958356, 0.041225, -3.061246], [-3.760061, -0.397431, -3.132014], [2.940229, 2.444618, 2.581985], [4.458516, 1.672295, 3.128037], [-4.269362, 1.166280, -2.597293], [-1.892022, 1.940677, -2.688199], [-2.367179, 1.277913, -4.179603], [-0.076446, 0.492338, -3.502807], [-3.121642, 0.826141, -0.505201], [-4.020006, -0.519467, -0.726141], [-1.935445, -1.990023, 1.632906], [-1.279423, -0.732785, -3.760256], [5.657762, 0.662511, 1.694230], [2.888884, 0.887822, 3.466145], [2.586458, -0.150785, -0.097865], [-2.080075, -1.885924, -0.788005], [0.125511, -1.335513, -1.612881], [-2.664767, -0.183889, 1.728178], [4.921825, -0.721425, 0.835536], [5.095130, 0.847639, 0.015465]], "atomic_forces_ev_per_a": [[4.7, 2.0, -1.3], [-0.2, 1.7, 0.2], [1.0, -0.9, 0.1], [3.1, -0.2, -0.5], [0.5, 0.1, 0.1], [-4.4, -2.4, 0.2], [-4.8, -2.4, 2.9], [-0.3, 0.1, 0.1], [-2.5, 0.5, 0.8], [-0.1, -0.3, -0.5], [1.5, -0.6, -2.2], [1.3, 0.5, -0.3], [-1.5, -1.4, 0.9], [0.4, 0.4, 2.0], [-0.2, 0.8, -0.8], [0.1, -0.1, -0.7], [0.1, -0.3, 0.1], [-0.1, 0.0, 0.0], [0.4, 0.2, -0.1], [0.1, 0.6, 0.6], [0.3, 0.0, -0.9], [0.2, 0.3, -0.1], [0.3, 0.3, -0.4], [0.2, -0.6, -0.6], [-0.2, 1.3, 0.3], [0.3, -0.7, -0.1], [-0.2, -0.1, -0.1], [0.1, 0.3, -0.2], [0.0, 0.2, 0.2], [0.2, 0.6, 0.1], [-0.8, 0.7, -0.6], [0.3, -0.7, 0.3], [0.1, 0.3, 0.1], [0.0, -0.1, 0.3]]}